No. 1
A single H2O4S3 molecule, computed with ωB97M-V/def2-TZVPD.

Last column: Mulliken charge in e.
Positions of all 9 atoms, in Å:
O: -0.0444 1.0067 -0.6376  -0.28
O: 2.0723 2.2960 -0.4242  -0.48
O: -1.3875 0.7948 1.4735  -0.54
O: 2.0191 -0.1862 -0.1431  -0.27
S: -1.5190 0.6075 0.0050  0.52
S: 2.9375 -0.8881 1.0735  -0.07
S: 1.3180 1.3026 0.2828  0.78
H: -1.8035 1.9842 -0.1598  0.18
H: 4.2754 -0.7053 0.6323  0.18

Results
F_max in eV Å⁻¹: 4.43
Spin multiplicity: 1
Total energy in a.u.: -1496.59618
HOMO-LUMO gap in eV: 9.9
Relative energy (zero: lowest compared OMol25 entry of this formula, charge and spin) in kJ/mol: 118.92
LUMO in eV: 0.05

---

No. 2
A molecular structure, C38H60FeN6PSiTe, computed with ωB97M-V/def2-TZVPD.

Last column: Mulliken spin population.
Positions of all 108 atoms, in Å:
Fe: -1.3124 0.1498 0.2116  3.52
C: 0.7886 2.1909 4.6571  0.05
C: 0.0528 1.0441 5.0194  -0.02
C: -0.2454 0.0420 4.1328  0.08
C: 0.0796 0.1702 2.8701  -0.17
C: 0.8226 1.2416 2.3648  0.08
C: 1.1221 2.2856 3.2587  -0.03
N: -0.5312 -0.6166 1.8178  0.35
N: -0.7071 -1.9284 2.1875  0.28
C: -1.6228 -2.4112 1.2626  0.02
C: -2.0419 -3.7963 1.4530  0.02
C: -3.1239 -4.1710 0.7418  0.02
C: -3.7738 -3.3485 -0.1850  0.04
C: -3.2474 -2.0972 -0.3787  0.01
N: -2.1927 -1.6045 0.4008  0.05
H: 0.9148 3.0382 5.3403  0.00
H: -0.2686 0.9292 6.0549  0.00
H: -0.9137 -0.7706 4.4953  0.00
H: 1.0517 1.3422 1.2803  0.01
H: 1.5399 3.1998 2.8845  0.00
H: -1.4221 -4.4043 2.0930  0.00
H: -3.5685 -5.1255 0.8375  0.00
H: -4.6800 -3.6585 -0.6973  0.00
H: -3.4875 -1.4948 -1.1325  0.01
C: -5.9553 3.9665 -4.1950  0.00
C: -5.1917 3.6397 -2.9755  0.00
C: -5.4366 2.4514 -2.3689  0.00
C: -4.7092 2.0337 -1.2263  0.01
C: -5.0901 0.6922 -0.6366  0.04
C: -3.6963 2.8362 -0.7837  0.02
Te: -2.5796 2.3699 0.9083  -0.07
C: -3.4583 4.0861 -1.3529  0.00
C: -2.5255 5.0297 -0.7781  0.00
C: -4.2372 4.4994 -2.3801  0.00
H: -6.9718 4.2609 -3.9997  0.00
H: -6.0467 3.1256 -4.8856  0.00
H: -5.4493 4.7552 -4.7472  0.00
H: -6.1487 1.7936 -2.9005  0.00
H: -4.9847 -0.1229 -1.3610  0.00
H: -6.1076 0.6583 -0.2785  0.00
H: -4.4010 0.4717 0.1066  0.00
H: -1.4807 4.6870 -0.5766  0.00
H: -2.8974 5.4813 0.2091  0.00
H: -2.5360 5.9077 -1.4308  0.00
H: -4.0176 5.4326 -2.8227  0.00
C: 2.0093 1.8913 -3.0041  -0.01
C: 0.7772 1.7799 -2.1018  -0.07
C: -0.4611 2.5916 -2.6524  -0.02
C: 1.1165 2.3619 -0.7144  -0.04
Si: 0.2910 -0.0875 -1.8329  0.15
C: -0.7176 -0.9064 -3.2625  -0.18
C: -1.1211 -2.3763 -3.0920  -0.04
C: -2.0281 -0.0906 -3.3289  0.01
C: 0.0096 -0.6545 -4.5890  -0.01
C: 1.7097 -1.3495 -1.2956  -0.10
C: 2.6753 -0.6472 -0.2885  -0.07
C: 1.2275 -2.6637 -0.7070  -0.04
C: 2.5134 -1.7816 -2.5115  -0.03
H: 2.4741 2.8511 -3.0927  0.00
H: 1.8045 1.5573 -4.0297  0.00
H: 2.7507 1.1775 -2.6023  0.00
H: -0.1601 3.6251 -2.7911  0.00
H: -1.2915 2.6197 -1.9951  0.03
H: -0.6745 2.2201 -3.6718  0.00
H: 1.3053 3.4107 -0.7270  0.00
H: 2.0714 2.0575 -0.2233  0.00
H: 0.3021 2.1724 -0.0293  0.00
H: -1.5691 -2.6676 -2.1133  0.01
H: -0.3263 -3.1417 -3.2743  0.00
H: -1.9608 -2.6078 -3.7471  0.00
H: -2.3853 0.0965 -2.2939  0.04
H: -2.6359 -0.5316 -4.1312  0.00
H: -1.7864 0.8997 -3.7559  -0.01
H: 0.9487 -1.3344 -4.5464  0.01
H: 0.4593 0.2964 -4.5253  0.00
H: -0.4903 -0.9540 -5.4974  -0.01
H: 2.2790 -0.2641 0.6971  0.01
H: 3.0826 0.2354 -0.7983  0.00
H: 3.4812 -1.2946 -0.0257  0.00
H: 0.5849 -2.6542 0.0883  0.03
H: 2.0233 -3.3485 -0.3337  0.00
H: 0.6921 -3.2353 -1.4487  0.00
H: 2.8847 -0.9523 -3.0651  0.01
H: 1.8321 -2.2170 -3.2185  0.00
H: 3.3178 -2.5411 -2.2234  0.00
C: 4.4728 -0.3459 2.8404  0.00
N: 3.0800 -0.9023 3.2973  -0.01
C: 2.8620 -2.1540 2.5753  0.02
N: 3.8476 -3.1720 2.7137  0.00
C: 5.1188 -2.6073 2.3442  0.00
N: 5.4271 -1.3577 3.1330  0.00
C: 5.6763 -1.5797 4.5514  0.00
P: 4.2476 -2.3536 5.3412  0.00
C: 3.0508 -1.0733 4.7368  0.00
C: 3.8103 -3.6709 4.0878  0.00
H: 4.6212 0.6675 3.3127  0.00
H: 4.4692 -0.2333 1.6700  0.00
H: 2.3072 -0.1970 2.9523  0.01
H: 2.6951 -1.9405 1.5270  0.01
H: 1.8876 -2.5259 2.8610  -0.01
H: 5.1268 -2.2945 1.2482  0.00
H: 5.9018 -3.2827 2.4758  0.00
H: 5.8668 -0.6276 5.0192  0.00
H: 6.5973 -2.1928 4.6590  0.00
H: 3.3283 -0.2257 5.3202  0.00
H: 2.0285 -1.2067 5.1032  0.00
H: 2.8099 -3.9841 4.2827  0.00
H: 4.4398 -4.5454 4.2091  0.00

Results
Charge: +1
F_max in eV Å⁻¹: 6.01
Spin multiplicity: 5
Total energy in a.u.: -3974.66933
HOMO-LUMO gap (spin up / spin down) in eV: 5.2 / 6.0
LUMO (spin up / spin down) in eV: -3.91 / -3.36

---

No. 3
A molecular structure, C10H24InO3, computed with ωB97M-V/def2-TZVPD.

Last column: Mulliken charge in e.
Positions of all 38 atoms, in Å:
C: 3.0836 -3.6530 0.7846  -1.02
C: 3.3552 -2.9924 -0.5682  -0.36
O: 2.2042 -2.3822 -1.1382  -0.27
C: 2.0523 -1.0853 -0.8533  0.43
O: 2.9522 -0.3372 -0.8364  -0.63
C: 0.6503 -0.6106 -0.5889  0.16
C: -0.1828 -1.4882 0.3389  -0.83
C: -0.6104 -2.8563 -0.2261  -0.89
In: -2.7368 -3.4307 0.2858  0.31
H: 3.4318 -4.6741 0.7549  0.33
H: 2.0354 -3.6918 1.0310  0.27
H: 3.6537 -3.1650 1.5560  0.30
H: 3.6662 -3.7568 -1.2603  0.33
H: 4.1912 -2.3148 -0.4753  0.33
H: 0.7574 0.3592 -0.1302  -0.03
H: 0.1535 -0.4632 -1.5421  0.25
H: -1.0848 -0.9229 0.5380  0.41
H: 0.2860 -1.6061 1.3066  0.31
H: -0.4903 -2.8740 -1.3012  0.45
H: -0.0012 -3.6420 0.1970  0.17
H: -2.9006 -5.1713 -0.1803  -0.35
H: -3.8818 -2.4717 -0.6894  -0.34
H: -3.0347 -3.3528 2.0494  -0.36
C: -2.7242 4.5806 0.7110  -1.03
C: -1.7946 3.4659 1.1640  -0.37
O: -1.4457 2.5578 0.1411  -0.36
C: -0.7663 3.0943 -0.9768  -0.38
C: 0.5605 3.7509 -0.6335  -1.10
H: -3.6348 4.1641 0.2783  0.29
H: -2.9962 5.2115 1.5588  0.38
H: -2.2605 5.2189 -0.0430  0.26
H: -2.2970 2.8691 1.9255  0.34
H: -0.8948 3.8798 1.6349  0.31
H: -1.4171 3.7885 -1.5225  0.37
H: -0.5835 2.2515 -1.6434  0.33
H: 0.4328 4.6154 0.0209  0.31
H: 1.0567 4.0927 -1.5429  0.40
H: 1.2151 3.0420 -0.1246  0.28

Results
Charge: -1
F_max in eV Å⁻¹: 3.87
Spin multiplicity: 1
Total energy in a.u.: -811.18788
HOMO-LUMO gap in eV: 6.9
Relative energy (zero: lowest compared OMol25 entry of this formula, charge and spin) in kJ/mol: 221.87
LUMO in eV: 2.81

---

No. 4
A molecular structure, C35H50Cl2CoN3O3S2Si, computed with ωB97M-V/def2-TZVPD.

Last column: Mulliken spin population.
Positions of all 97 atoms, in Å:
Co: 1.1654 1.1107 -0.3340  2.99
Cl: 5.4124 1.8730 0.3569  0.00
C: 4.4985 2.4906 1.7268  0.03
C: 4.9219 3.6784 2.2670  -0.02
C: 4.3077 4.2331 3.4061  0.03
C: 3.1677 3.6077 3.9423  -0.02
C: 2.6109 2.5095 3.2567  0.02
Cl: 1.0793 1.9127 3.8448  0.00
C: 3.2154 1.9763 2.1247  -0.03
S: 2.5470 0.6428 1.2710  0.27
H: 5.7528 4.1788 1.7887  0.00
H: 4.6664 5.1738 3.8190  0.00
H: 2.6888 4.0010 4.8667  0.00
C: -3.2549 -4.0609 -0.3453  0.00
C: -2.6059 -2.6859 -0.2160  0.00
C: -3.3890 -1.7130 -1.1774  0.00
C: -2.6121 -2.2022 1.2254  0.00
O: -1.2675 -2.8031 -0.7364  0.02
Si: 0.2774 -2.6470 -0.4120  -0.03
S: 1.0400 -0.8220 -1.2434  0.40
O: 0.4889 -2.6390 1.2137  0.01
C: 1.0812 -3.4036 2.3455  0.01
C: 1.4771 -2.4428 3.4334  -0.01
C: -0.0257 -4.3359 2.6114  0.00
C: 2.3071 -4.0792 1.7740  0.00
O: 1.0034 -3.9275 -1.0771  0.02
C: 0.9348 -4.6331 -2.3537  0.01
C: -0.4855 -4.7095 -2.8904  0.00
C: 1.8509 -3.8390 -3.2636  -0.01
C: 1.4358 -6.0617 -2.0712  0.00
H: -4.1961 -4.1107 0.1884  0.00
H: -2.5132 -4.8218 -0.0355  0.00
H: -3.3807 -4.2566 -1.4081  0.00
H: -4.4101 -1.5133 -0.7561  0.00
H: -3.5393 -2.2311 -2.1532  0.00
H: -2.9145 -0.7604 -1.2337  0.00
H: -3.5855 -1.7299 1.3594  0.00
H: -1.8183 -1.5106 1.4849  0.00
H: -2.5859 -3.0905 1.8795  0.00
H: 0.6722 -1.9609 4.0296  0.00
H: 2.1843 -1.7312 2.9700  0.00
H: 2.0271 -2.9705 4.2757  0.00
H: -1.0513 -3.9466 2.7501  0.00
H: 0.2742 -4.9954 3.4198  0.00
H: -0.0834 -5.0296 1.7551  0.00
H: 2.9105 -3.3337 1.1834  0.00
H: 2.0465 -4.8977 1.1330  0.00
H: 2.9926 -4.4472 2.5614  0.00
H: -1.0698 -3.7483 -2.7554  0.00
H: -1.0333 -5.4657 -2.3728  0.00
H: -0.6169 -4.9756 -3.9462  0.00
H: 1.7859 -2.7708 -3.0385  0.00
H: 1.5886 -4.0156 -4.3538  0.00
H: 2.9286 -4.1733 -3.1847  0.00
H: 0.7583 -6.7601 -1.5622  0.00
H: 2.3046 -5.9794 -1.4200  0.00
H: 1.7246 -6.5970 -2.9684  0.00
C: -2.6344 2.4209 -4.4508  0.00
C: -2.4670 1.4228 -3.4628  0.00
C: -1.3359 1.2993 -2.6607  0.00
C: -0.2343 2.1876 -2.8238  -0.04
C: 1.0231 2.0837 -2.0387  0.21
C: 2.1627 2.5785 -2.6632  -0.05
C: 2.1200 3.1076 -4.0358  0.01
C: 0.9435 3.4512 -4.6602  0.01
C: -0.3109 3.0533 -4.0185  0.02
C: -1.4758 3.1617 -4.7801  0.00
H: -3.5716 2.7456 -4.9286  0.00
H: -3.2051 0.6446 -3.3372  0.00
H: -1.3143 0.5904 -1.8278  0.01
H: 3.2237 2.5582 -2.2555  0.01
H: 3.0345 3.2805 -4.5565  0.00
H: 0.9355 4.1313 -5.5265  0.00
H: -1.4487 3.8932 -5.5940  0.00
C: -3.0420 2.5294 3.0334  0.00
C: -2.7708 1.3108 2.1716  0.00
N: -1.5553 1.5201 1.3632  0.01
C: -0.9370 2.7144 1.1849  0.02
N: 0.2404 2.7344 0.6196  0.05
C: 1.0579 3.9268 0.7547  -0.01
C: 0.2335 5.2069 0.5085  0.00
C: -1.0461 5.2006 1.3314  0.00
N: -1.5838 3.8283 1.6234  0.01
C: -2.9053 3.7582 2.1875  0.00
H: -2.3792 2.5126 3.9673  0.00
H: -4.0115 2.4329 3.4400  0.00
H: -3.6478 0.9932 1.5706  0.00
H: -2.4999 0.5059 2.8656  0.00
H: -1.1156 0.7456 0.8660  -0.01
H: 1.7752 3.7471 -0.0619  0.01
H: 1.5878 3.9662 1.7177  0.01
H: 0.0282 5.2247 -0.5324  0.00
H: 0.8464 6.0736 0.8721  0.00
H: -1.7510 5.9148 0.8571  0.00
H: -0.8773 5.6407 2.3696  0.00
H: -3.6229 3.6126 1.3269  0.00
H: -3.1584 4.7304 2.6284  0.00

Results
F_max in eV Å⁻¹: 2.55
Spin multiplicity: 5
Total energy in a.u.: -5142.75370
HOMO-LUMO gap (spin up / spin down) in eV: 8.0 / 6.0
Relative energy (zero: lowest compared OMol25 entry of this formula, charge and spin) in kJ/mol: 291.06
LUMO (spin up / spin down) in eV: 0.46 / -1.57

---

No. 5
2 unconnected molecules or ions with the total composition C8H12N2O3, computed with ωB97M-V/def2-TZVPD.

Last column: Mulliken charge in e.
Positions of all 25 atoms, in Å:
C: -0.9991 2.2363 -0.2357  -0.79
C: -1.1880 2.2619 -1.5901  -0.66
C: -0.2202 1.3454 0.5029  -0.32
C: -0.5551 1.3185 -2.4575  -0.24
C: -1.0715 -1.3483 3.1954  0.80
C: -0.2587 -0.0275 0.0781  0.35
C: 2.0235 -0.3486 0.6346  -1.17
C: 0.6084 -2.3057 0.0088  -1.00
N: -0.0193 0.1751 -2.0390  -0.37
N: 0.7248 -0.9339 0.4699  0.23
O: -0.9358 -0.2102 3.3917  -0.39
O: -1.1179 -2.4636 2.9106  -0.38
O: -1.4418 -0.5313 -0.1511  -0.44
H: -1.1801 3.2012 0.2300  0.34
H: -1.7303 3.1350 -1.9573  0.35
H: 0.3877 1.4524 1.3265  0.42
H: -0.4477 1.7634 -3.3952  0.43
H: 2.6906 -1.0744 0.5836  0.48
H: 2.3655 0.3481 -0.0742  0.41
H: 2.0464 0.3213 1.6030  0.18
H: 1.0056 -2.4612 -0.9899  0.37
H: 1.1652 -3.1289 0.5595  0.31
H: -0.4329 -2.5014 0.2052  0.35
H: 0.6653 -0.3640 -2.5474  0.19
H: -2.0848 0.1404 -0.2625  0.56

Results
F_max in eV Å⁻¹: 5.25
Spin multiplicity: 1
Total energy in a.u.: -647.17583
HOMO-LUMO gap in eV: 7.7
Relative energy (zero: lowest compared OMol25 entry of this formula, charge and spin) in kJ/mol: 245.56
LUMO in eV: 0.61

---

No. 6
A molecular structure, C35H30F5I2N8OS3Sr, computed with ωB97M-V/def2-TZVPD.

Last column: Mulliken charge in e.
Positions of all 85 atoms, in Å:
Sr: -1.0859 -0.9515 -0.1455  1.35
I: -7.9913 -2.0622 -3.8954  -0.02
C: -6.1046 -2.2896 -3.0143  -0.34
C: -5.9149 -3.2374 -2.0142  -0.41
C: -4.6646 -3.3695 -1.4521  -0.30
I: -4.3650 -4.7725 0.0665  -0.02
C: -3.5326 -2.5860 -1.8301  0.14
O: -2.3877 -2.7345 -1.2960  -0.89
C: -3.7938 -1.6241 -2.8550  0.31
C: -2.6614 -0.7639 -3.3365  -0.47
N: -2.2649 0.2667 -2.3364  0.30
C: -3.3378 1.2107 -2.0619  -0.62
C: -3.1434 1.9845 -0.7749  0.10
C: -3.9255 3.1087 -0.5127  -1.01
C: -3.7740 3.7593 0.6945  -0.47
C: -2.8436 3.2770 1.6081  -0.96
C: -2.1041 2.1658 1.2608  -0.58
N: -2.2446 1.5323 0.0918  1.09
C: -5.0500 -1.4964 -3.4293  -0.22
H: -6.7317 -3.8613 -1.6791  0.34
H: -1.7751 -1.3737 -3.5142  0.01
H: -2.9585 -0.2920 -4.2833  0.44
H: -1.4638 0.7631 -2.7161  -0.06
H: -3.5049 1.9196 -2.8867  0.26
H: -4.2624 0.6338 -1.9679  0.36
H: -4.6427 3.4479 -1.2493  0.47
H: -4.3737 4.6306 0.9261  0.40
H: -2.6952 3.7518 2.5674  0.46
H: -1.3648 1.7513 1.9356  0.39
H: -5.1993 -0.7628 -4.2139  0.36
C: -0.2036 -1.8210 6.5396  -1.00
C: -0.9331 -0.5839 6.0291  -0.38
N: -1.7748 -0.8592 4.8859  -0.13
C: -1.3394 -0.9209 3.5975  0.08
S: -2.5451 -1.2682 2.4252  -0.40
N: -0.0386 -0.7072 3.4569  -1.16
N: 0.4156 -0.6025 2.1700  1.41
C: 1.7033 -0.6928 2.0778  -0.03
C: 2.5624 -1.0799 3.2451  -1.61
C: 2.3344 -0.3348 0.7859  -0.30
C: 3.7257 -0.2365 0.6787  -0.68
C: 4.2920 0.1324 -0.5274  -0.75
C: 3.4619 0.4307 -1.5962  -1.09
C: 2.0947 0.3117 -1.4060  -1.32
N: 1.5313 -0.0619 -0.2582  1.99
H: 0.4290 -1.5716 7.3939  0.31
H: 0.4224 -2.2279 5.7467  0.22
H: -0.9144 -2.5899 6.8450  0.30
H: -0.2067 0.1795 5.7479  0.21
H: -1.5727 -0.1701 6.8125  0.42
H: -2.7613 -1.0008 5.0073  0.21
H: 1.9916 -1.7329 3.8983  0.16
H: 2.8515 -0.2065 3.8374  0.21
H: 3.4625 -1.6020 2.9241  0.52
H: 4.3580 -0.4624 1.5235  0.49
H: 5.3698 0.1761 -0.6322  0.39
H: 3.8514 0.6826 -2.5746  0.93
H: 1.4153 0.5140 -2.2221  0.34
F: 5.1640 -4.2691 0.5769  -0.36
C: 4.1457 -3.8038 -0.1636  0.74
C: 2.8748 -3.6869 0.3725  -0.13
F: 2.6573 -4.0272 1.6496  -0.41
C: 1.8537 -3.1863 -0.4075  0.19
F: 0.6482 -3.0538 0.1889  -0.43
C: 1.9968 -2.7874 -1.7448  0.60
S: 0.6718 -2.1511 -2.6652  -0.43
C: 3.3017 -2.9230 -2.2327  -0.02
F: 3.5887 -2.5438 -3.4877  -0.47
C: 4.3473 -3.4159 -1.4769  0.31
F: 5.5806 -3.4993 -2.0022  -0.36
N: 4.8378 3.4021 -2.5680  -0.26
C: 3.8503 4.3085 -2.6226  -0.34
S: 3.8875 5.6347 -3.5931  -0.34
C: 2.7139 3.9991 -1.7077  1.09
C: 2.9513 3.4993 -0.4358  -0.27
C: 1.8673 3.1331 0.3442  -0.80
N: 0.6048 3.2271 -0.0618  -0.13
C: 0.3880 3.7498 -1.2679  -0.61
C: 1.4005 4.1526 -2.1243  -0.69
H: 5.6221 3.5145 -3.1886  0.22
H: 4.7112 2.5281 -2.0813  0.19
H: 3.9578 3.3857 -0.0553  0.57
H: 2.0212 2.7099 1.3312  0.55
H: -0.6517 3.8222 -1.5715  0.44
H: 1.1863 4.5614 -3.1021  0.42

Results
Charge: -1
F_max in eV Å⁻¹: 0.70
Spin multiplicity: 1
Total energy in a.u.: -4185.25304
HOMO-LUMO gap in eV: 6.0
LUMO in eV: 1.34